{
  "formula": "C3H5BrSi",
  "method": "ωB97M-V/def2-TZVPD",
  "gap_ev": [8.2, 5.8],
  "relative_energy_kj_mol": 568.3,
  "homo_energy_ev": [-8.43, -6.89],
  "spin_multiplicity": 1,
  "species": ["C", "C", "C", "Si", "Br", "H", "H", "H", "H", "H"],
  "positions_angstrom": [[-0.244685, 1.910376, -0.766945], [0.675468, 1.399821, -0.168146], [1.380221, 0.694628, 0.719696], [-1.165120, -1.835287, -0.181745], [2.055180, -1.086153, 0.371871], [-0.779150, 2.558683, -1.313369], [1.822983, 1.244009, 1.618880], [-1.295659, -2.517792, 1.072166], [-1.852302, -1.872910, -1.478317], [-0.596939, -0.495373, 0.125909]],
  "forces_ev_per_a": [[1.32, -0.60, 0.76], [-0.60, -0.36, -0.08], [2.55, -0.29, 2.08], [1.23, 1.20, -0.43], [-0.05, 1.32, 0.31], [-1.78, 1.69, -1.72], [-0.64, -1.29, -1.31], [-0.72, -0.75, 0.37], [-0.53, -0.32, 0.27], [-0.80, -0.59, -0.25]],
  "mulliken_charge": [-0.355, 0.287, -0.571, 0.184, -0.088, 0.442, 0.323, -0.048, -0.041, -0.133]
}